#a
The following is a quantum chemistry calculation of the molecule C4H6O, from OMol25.

Frontier orbital gap (alpha / beta) (eV): 7.6 / 7.6
LUMO energy (alpha / beta) (eV): -0.63 / -0.78

Geometry as XYZ:
```
11
C4H6O ωB97M-V/def2-TZVPD
O -0.011 1.578 -1.750
C -0.505 0.484 -1.004
C 0.554 -0.133 -0.139
C 0.372 -0.870 0.973
C -0.499 -1.382 1.938
H 0.221 2.280 -1.131
H -1.406 0.743 -0.425
H -0.813 -0.250 -1.760
H 1.206 -1.587 1.070
H 1.546 -0.139 -0.585
H -0.667 -0.723 2.812
```

#b
The following is a quantum chemistry calculation of the molecule C4H6O, from OMol25.

Frontier orbital gap (eV): 10.5
SMILES: C=CCC=O
LUMO energy (eV): 0.59

Geometry as XYZ:
```
11
C4H6O ωB97M-V/def2-TZVPD
C 1.981 -0.221 -0.214
C 0.754 0.370 -0.089
C -0.539 -0.317 0.214
C -1.863 0.376 -0.029
O -2.904 -0.299 -0.362
H 2.931 0.287 -0.568
H 2.055 -1.280 -0.095
H 0.766 1.430 -0.330
H -0.675 -1.329 -0.229
H -0.678 -0.633 1.304
H -1.826 1.616 0.397
```

Which structure is most stable? #b, by 66.0 kcal/mol over the runner-up.

#a
The following is a quantum chemistry calculation of the molecule C4H6O, from OMol25.

Frontier orbital gap (eV): 10.1
SMILES: C=C=COC
LUMO energy (eV): 1.06

Geometry as XYZ:
```
11
C4H6O ωB97M-V/def2-TZVPD
C -1.485 1.850 0.969
C -0.780 0.765 0.806
C 0.007 -0.266 0.627
O 1.087 -0.167 -0.212
C 1.184 -1.208 -1.160
H -1.182 2.614 1.682
H -2.383 2.040 0.386
H -0.125 -1.213 1.157
H 0.258 -1.312 -1.740
H 1.420 -2.171 -0.684
H 1.999 -0.930 -1.831
```

#b
The following is a quantum chemistry calculation of C4H6O as an isolated structure, from OMol25.

Frontier orbital gap (eV): 8.9
LUMO energy (eV): 0.05

Geometry as XYZ:
```
11
C4H6O ωB97M-V/def2-TZVPD
O 0.816 -1.911 -0.260
C 0.230 -0.860 -0.231
C -0.942 -0.440 0.630
C -0.467 0.996 0.878
C 0.684 0.411 -0.923
H -1.899 -0.478 0.097
H -1.005 -1.051 1.536
H 0.439 0.918 1.511
H 0.179 1.335 -0.340
H 1.767 0.524 -1.003
H 0.198 0.556 -1.895
```

#c
The following is a quantum chemistry calculation of the molecule C4H6O, from OMol25.

Frontier orbital gap (eV): 11.1
SMILES: C1C[C@H]2O[C@@H]12
LUMO energy (eV): 1.24

Geometry as XYZ:
```
11
C4H6O ωB97M-V/def2-TZVPD
C -0.698 0.765 -0.180
C -0.696 -0.787 -0.006
C 0.813 -0.710 0.234
O 1.393 -0.099 -0.913
C 0.811 0.746 0.072
H -1.263 1.272 0.607
H -1.001 1.156 -1.155
H -1.259 -1.110 0.874
H -0.997 -1.386 -0.870
H 1.450 -1.358 0.828
H 1.447 1.510 0.508
```

Which structure is most stable? #c, by 9.5 kcal/mol over the runner-up.

#a
The following is a quantum chemistry calculation of C2H3F2N as an isolated structure, from OMol25.

Frontier orbital gap (eV): 10.3
LUMO energy (eV): 0.66

Geometry as XYZ:
```
8
C2H3F2N ωB97M-V/def2-TZVPD
C -0.455 -0.302 0.472
C 0.783 -0.360 -0.439
N -0.248 1.089 0.276
F -1.555 -0.904 -0.087
F 1.955 -0.193 0.142
H -0.258 -0.562 1.477
H 0.737 -0.244 -1.473
H -0.959 1.477 -0.366
```

#b
The following is a quantum chemistry calculation of the molecule C2H3F2N, from OMol25.

Frontier orbital gap (eV): 11.8
SMILES: [H]/N=C(\F)CF
LUMO energy (eV): 0.96

Geometry as XYZ:
```
8
C2H3F2N ωB97M-V/def2-TZVPD
H -1.093 -0.613 -2.125
N -1.019 -0.383 -1.166
C 0.059 -0.212 -0.596
F 1.246 -0.355 -1.078
C 0.167 0.348 0.966
F -0.964 0.284 1.669
H 0.960 -0.357 1.365
H 0.644 1.288 0.966
```

Which structure is most stable? #b, by 41.2 kcal/mol over the runner-up.

#a
The following is a quantum chemistry calculation of the molecule C2H3F2N, from OMol25.

Frontier orbital gap (eV): 11.1
SMILES: [H]/N=C/C(F)F
LUMO energy (eV): 0.44

Geometry as XYZ:
```
8
C2H3F2N ωB97M-V/def2-TZVPD
H 0.781 -1.671 -0.123
N 0.598 -0.743 -0.441
C -0.156 -0.008 0.242
C -0.318 1.487 -0.011
F 0.265 1.936 1.436
F -1.471 2.122 -0.053
H -0.642 -0.530 1.175
H 0.545 1.741 -0.720
```

#b
The following is a quantum chemistry calculation of a 2-piece molecular cluster, C2H3F2N overall, from OMol25.

Frontier orbital gap (alpha / beta) (eV): 8.1 / 7.5
LUMO energy (alpha / beta) (eV): -1.09 / -1.19

Geometry as XYZ:
```
8
C2H3F2N ωB97M-V/def2-TZVPD
C 0.299 0.460 0.456
C -0.636 -0.477 -1.571
N -0.192 0.311 -0.717
F -1.179 0.003 -2.641
F 0.599 1.847 -1.939
H -0.441 0.802 1.203
H 1.358 0.707 0.520
H -0.893 -1.590 -1.370
```

Which structure is most stable? #a, by 62.1 kcal/mol over the runner-up.

#a
The following is a quantum chemistry calculation of a 2-piece molecular cluster, C2H3NO2S overall, from OMol25.

Frontier orbital gap (alpha / beta) (eV): 8.3 / 8.5
LUMO energy (alpha / beta) (eV): -0.36 / -1.19

Geometry as XYZ:
```
9
C2H3NO2S ωB97M-V/def2-TZVPD
C 0.866 2.122 0.123
C 1.211 0.956 0.094
N -0.920 -1.074 -0.106
O -2.250 -0.745 0.235
O 2.091 -1.506 -0.578
S 1.395 -0.771 0.503
H 0.559 3.029 -0.182
H -2.360 -0.020 -0.339
H -0.593 -1.992 0.252
```

#b
The following is a quantum chemistry calculation of the molecule C2H3NO2S, from OMol25.

Frontier orbital gap (eV): 10.1
SMILES: O=CO/C=N/S
LUMO energy (eV): 0.85

Geometry as XYZ:
```
9
C2H3NO2S ωB97M-V/def2-TZVPD
O 1.705 1.069 1.193
C 0.674 1.181 1.784
O -0.451 0.450 1.559
C -0.514 -0.408 0.485
N -0.353 0.039 -0.680
S -0.502 -1.082 -1.960
H 0.510 1.875 2.623
H -0.737 -1.420 0.770
H -0.261 -0.203 -2.908
```

#c
The following is a quantum chemistry calculation of the molecule C2H3NO2S, from OMol25.

Frontier orbital gap (eV): 8.3
SMILES: O=CC(=S)NO
LUMO energy (eV): -0.67

Geometry as XYZ:
```
9
C2H3NO2S ωB97M-V/def2-TZVPD
O -2.013 -0.937 0.297
C -0.951 -0.602 0.767
C 0.081 0.217 -0.069
S -0.331 1.305 -1.215
N 1.326 0.001 0.344
O 1.752 -1.204 0.882
H -0.628 -0.841 1.807
H 2.058 0.387 -0.211
H 1.899 -0.989 1.810
```

#d
The following is a quantum chemistry calculation of the molecule C2H3NO2S, from OMol25.

Frontier orbital gap (eV): 8.8
SMILES: O=C(O)/C=N\S
LUMO energy (eV): -0.33

Geometry as XYZ:
```
9
C2H3NO2S ωB97M-V/def2-TZVPD
O 0.426 -1.376 -0.055
C 0.754 -0.201 -0.042
O 2.034 0.161 -0.110
C -0.187 0.942 0.015
N -1.463 0.933 -0.084
S -2.469 -0.362 -0.114
H 2.496 -0.659 -0.220
H 0.286 1.944 0.085
H -1.877 -1.381 0.524
```

Which structure is most stable? #d, by 7.3 kcal/mol over the runner-up.

#a
The following is a quantum chemistry calculation of an isolated ion of composition C3H9N2O2 and charge +1, from OMol25.

Frontier orbital gap (alpha / beta) (eV): 9.5 / 9.5
SMILES: CCCN(O)[NH+]=O
Charge: +1
LUMO energy (alpha / beta) (eV): -6.09 / -6.09

Geometry as XYZ:
```
16
C3H9N2O2 ωB97M-V/def2-TZVPD
C -2.437 -0.033 -0.151
C -0.943 -0.019 -0.574
C 0.059 0.133 0.604
N 1.385 -0.085 0.048
O 1.451 -0.407 -1.255
N 2.366 0.257 0.838
O 3.485 0.325 0.393
H -2.953 -0.630 -0.839
H -2.412 -0.621 0.792
H -2.853 0.925 0.068
H -0.787 0.687 -1.400
H -0.711 -0.949 -1.088
H 0.030 1.013 1.111
H -0.030 -0.789 1.305
H 2.321 -0.043 -1.664
H 2.028 0.238 1.813
```

#b
The following is a quantum chemistry calculation of C3H9N2O2 as an isolated structure, from OMol25.

Frontier orbital gap (alpha / beta) (eV): 8.2 / 8.2
Charge: +1
LUMO energy (alpha / beta) (eV): -6.57 / -6.56

Geometry as XYZ:
```
16
C3H9N2O2 ωB97M-V/def2-TZVPD
C -1.903 -0.537 -1.275
C 1.695 -0.045 1.887
C -0.851 0.507 -0.864
N 0.519 0.310 1.327
N 0.263 -0.237 -0.400
O -0.470 0.706 1.818
O 1.473 -0.460 -1.025
H -1.753 -1.458 -0.676
H -2.984 -0.226 -1.184
H -2.127 -0.800 -2.326
H 2.378 -0.400 1.114
H 1.633 -0.825 2.664
H 2.251 0.858 2.221
H -1.225 1.208 -0.065
H -0.680 1.111 -1.689
H 1.781 0.289 -1.526
```

#c
The following is a quantum chemistry calculation of an isolated ion of composition C3H9N2O2 and charge +1, from OMol25.

Frontier orbital gap (eV): 10.4
SMILES: COC(=[NH2+])CON
Charge: +1
LUMO energy (eV): -3.88

Geometry as XYZ:
```
16
C3H9N2O2 ωB97M-V/def2-TZVPD
C 1.234 1.835 0.260
O 1.353 0.495 -0.283
C 0.573 -0.422 0.145
N 0.779 -1.624 -0.276
C -0.726 -0.229 0.996
O -1.672 0.322 0.062
N -1.558 -0.495 -1.063
H 1.969 2.464 -0.407
H 1.565 1.745 1.311
H 0.191 1.949 0.187
H 1.536 -1.807 -0.910
H 0.372 -2.498 -0.120
H -1.101 -1.220 1.327
H -0.636 0.377 1.867
H -1.304 0.024 -1.930
H -2.576 -0.916 -1.167
```

Which structure is most stable? #c, by 67.9 kcal/mol over the runner-up.